one) 11
Properties=species:S:1:pos:R:3 method="wB97M-V/def2-TZVPD" orbital_gap_ev=9.2 lumo_ev=0.1 e_homo_ev=-9.02 smiles="COC(=S)CCl"
C 2.02 1.47 -0.22
O 0.77 1.07 0.33
C 0.34 -0.17 0.26
S 1.30 -1.39 -0.20
C -1.07 -0.31 0.79
Cl -2.31 0.23 -0.37
H 2.04 1.37 -1.28
H 2.85 0.88 0.23
H 2.12 2.49 0.07
H -1.30 -1.35 1.13
H -1.04 0.39 1.64



two) 11
Properties=species:S:1:pos:R:3 method="wB97M-V/def2-TZVPD" orbital_gap_ev=10.0 lumo_ev=0.6 e_homo_ev=-9.40 smiles=O[C@@H]1[C@H](S)[C@H]1Cl
O 0.83 2.01 -0.19
C 0.01 1.08 0.38
C 0.44 -0.37 0.55
S 2.03 -0.87 -0.04
C -0.67 0.03 -0.38
Cl -2.35 -0.43 -0.05
H 1.54 1.55 -0.70
H -0.55 1.54 1.20
H 0.05 -0.76 1.48
H 1.55 -1.82 -0.87
H -0.46 0.19 -1.44



one) is the most stable structure; the next one sits 0.610 eV above it.



one) 68
Properties=species:S:1:pos:R:3 method="wB97M-V/def2-TZVPD" orbital_gap_ev=4.5 lumo_ev=1.0 total_charge=-1 e_homo_ev=-3.56
Y -0.43 -1.18 1.21
Cl -0.94 5.65 3.55
C -0.75 3.92 3.41
C 0.42 3.32 3.86
C 0.58 1.96 3.77
C -0.42 1.12 3.21
O -0.25 -0.17 3.17
C -1.60 1.77 2.74
C -2.73 1.04 2.17
N -2.61 -0.05 1.51
C -3.76 -0.74 1.04
C -4.91 -0.12 0.61
C -5.99 -0.89 0.14
C -5.89 -2.25 0.07
C -4.71 -2.91 0.47
C -4.52 -4.31 0.35
C -3.33 -4.86 0.70
C -2.31 -4.02 1.19
N -2.44 -2.72 1.34
C -3.63 -2.15 0.97
C -1.76 3.16 2.88
H 1.21 3.93 4.29
H 1.48 1.48 4.13
H -3.72 1.46 2.35
H -4.98 0.96 0.61
H -6.88 -0.39 -0.20
H -6.71 -2.85 -0.32
H -5.32 -4.92 -0.06
H -3.10 -5.91 0.54
H -1.33 -4.42 1.41
H -2.67 3.63 2.55
Se 1.04 -5.59 -4.50
Sb 0.71 -5.90 -2.14
Se 0.05 -2.60 -1.05
Se 1.17 -3.31 0.94
Se -1.50 -6.75 -1.67
C 5.32 3.36 1.20
C 5.65 2.25 0.44
C 4.66 1.36 0.05
C 3.34 1.57 0.43
C 3.02 2.68 1.20
C 4.00 3.58 1.58
As 1.92 0.34 -0.08
C 2.66 -0.62 -1.57
C 3.45 -1.76 -1.50
C 3.67 -2.49 -2.66
C 3.11 -2.08 -3.86
C 2.35 -0.93 -3.93
C 2.11 -0.19 -2.78
C 1.20 0.97 -2.67
C 0.56 1.61 -3.73
C -0.30 2.67 -3.48
C -0.52 3.12 -2.19
C 0.11 2.49 -1.12
C 0.97 1.43 -1.37
H 6.10 4.06 1.50
H 6.67 2.08 0.15
H 4.92 0.50 -0.55
H 1.99 2.85 1.51
H 3.74 4.45 2.17
H 3.82 -2.12 -0.55
H 4.23 -3.42 -2.62
H 3.23 -2.70 -4.74
H 1.89 -0.64 -4.87
H 0.71 1.27 -4.75
H -0.79 3.16 -4.31
H -1.19 3.95 -2.01
H -0.07 2.82 -0.11



two) 68
Properties=species:S:1:pos:R:3 method="wB97M-V/def2-TZVPD" orbital_gap_ev=5.8 lumo_ev=1.5 total_charge=-1 e_homo_ev=-4.26
Y -1.81 0.91 0.48
Cl -5.63 -5.48 -1.04
C -4.57 -4.09 -0.93
C -4.51 -3.19 -1.99
C -3.68 -2.10 -1.92
C -2.87 -1.87 -0.78
O -2.08 -0.84 -0.72
C -2.96 -2.78 0.29
C -2.21 -2.62 1.52
N -1.40 -1.67 1.78
C -0.67 -1.70 2.99
C -0.57 -2.77 3.85
C 0.16 -2.68 5.05
C 0.81 -1.53 5.39
C 0.77 -0.43 4.51
C 1.43 0.79 4.81
C 1.40 1.81 3.91
C 0.73 1.60 2.69
N 0.07 0.51 2.40
C 0.06 -0.51 3.30
C -3.82 -3.89 0.20
H -5.13 -3.35 -2.86
H -3.64 -1.37 -2.71
H -2.38 -3.43 2.24
H -1.06 -3.70 3.61
H 0.20 -3.55 5.70
H 1.35 -1.45 6.32
H 1.94 0.89 5.76
H 1.87 2.76 4.10
H 0.71 2.39 1.96
H -3.88 -4.59 1.03
Se -1.61 3.69 1.14
Sb -4.05 2.96 1.40
Se -3.55 0.87 2.71
Se -4.14 1.89 -0.85
Se -5.70 4.51 2.15
C 4.51 -1.12 -4.61
C 3.67 -0.02 -4.69
C 2.70 0.20 -3.72
C 2.56 -0.70 -2.66
C 3.39 -1.81 -2.60
C 4.37 -2.02 -3.56
As 1.25 -0.48 -1.22
C 2.09 1.07 -0.37
C 3.15 1.06 0.52
C 3.61 2.25 1.06
C 2.98 3.45 0.73
C 1.91 3.47 -0.15
C 1.47 2.27 -0.72
C 0.37 2.15 -1.70
C -0.36 3.20 -2.25
C -1.34 2.93 -3.19
C -1.60 1.62 -3.58
C -0.90 0.57 -3.02
C 0.09 0.83 -2.08
H 5.26 -1.29 -5.37
H 3.77 0.68 -5.51
H 2.06 1.06 -3.79
H 3.28 -2.52 -1.79
H 5.01 -2.89 -3.50
H 3.62 0.12 0.80
H 4.44 2.25 1.75
H 3.32 4.38 1.18
H 1.41 4.40 -0.37
H -0.19 4.21 -1.92
H -1.93 3.74 -3.59
H -2.40 1.42 -4.29
H -1.14 -0.46 -3.29



two) is the most stable structure; the next one sits 1.457 eV above it.



one) 13
Properties=species:S:1:pos:R:3 method="wB97M-V/def2-TZVPD" orbital_gap_ev="8.2 / 8.4" lumo_ev="0.3 / 0.0" e_homo_ev="-7.92 / -8.41"
C 0.76 1.25 0.91
C -1.40 -1.55 -0.84
N 0.85 0.66 -0.36
N -1.49 -0.13 -0.56
S -2.00 0.61 0.66
H 1.18 0.60 1.76
H 0.99 2.21 0.76
H -0.44 1.17 1.18
H -0.60 -1.75 -1.54
H -1.32 -2.18 0.12
H -2.37 -1.73 -1.30
H 1.12 -0.26 -0.30
H -1.93 1.95 0.42



two) 13
Properties=species:S:1:pos:R:3 method="wB97M-V/def2-TZVPD" orbital_gap_ev=10.0 lumo_ev=0.8 e_homo_ev=-9.21 smiles="N/C=C/N.S"
N -1.21 -0.12 0.27
C 0.20 -0.33 0.24
C 0.86 -1.06 1.13
N 2.27 -1.24 1.03
H -1.67 -0.56 -0.52
H -1.43 0.86 0.20
H 0.78 0.15 -0.55
H 0.33 -1.54 1.95
H 2.49 -2.23 0.95
H 2.72 -0.94 1.89
S -2.30 2.03 -2.32
H -1.02 1.84 -2.64
H -2.02 3.14 -1.63



two) is the most stable structure; the next one sits 4.419 eV above it.



one) 14
Properties=species:S:1:pos:R:3 method="wB97M-V/def2-TZVPD" orbital_gap_ev=10.1 lumo_ev=-0.2 e_homo_ev=-10.29 smiles="C=C(C)C(=O)C(Cl)Cl"
C -0.86 0.63 -1.21
C -0.67 0.02 -0.06
C -1.55 -0.41 1.08
C 0.63 -0.61 0.11
O 0.88 -1.64 0.69
C 1.81 0.29 -0.41
Cl 3.29 -0.72 -0.67
Cl 2.25 1.48 0.86
H -1.77 1.25 -1.34
H -0.13 0.62 -2.10
H -1.37 -1.57 1.24
H -2.72 -0.35 1.07
H -1.33 0.08 2.09
H 1.55 0.93 -1.35



two) 14
Properties=species:S:1:pos:R:3 method="wB97M-V/def2-TZVPD" orbital_gap_ev=10.4 lumo_ev=0.8 e_homo_ev=-9.61
Cl -2.01 0.64 1.19
C -0.42 1.01 1.59
C 0.61 0.23 1.44
C 0.69 -1.14 0.91
O -0.37 -1.78 0.26
C 0.65 -1.28 -0.52
C 0.14 -0.22 -1.45
Cl 1.42 0.76 -2.08
H -0.16 2.03 1.97
H 1.55 0.60 1.80
H 1.32 -1.75 1.47
H 1.26 -1.96 -1.07
H -0.64 -0.55 -2.23
H -0.44 0.49 -0.86



one) is the most stable structure; the next one sits 0.432 eV above it.



one) 8
Properties=species:S:1:pos:R:3 method="wB97M-V/def2-TZVPD" orbital_gap_ev=11.2 lumo_ev=1.1 e_homo_ev=-10.03 smiles=F[C@@H]1N[C@H]1F
F -1.68 -0.18 0.76
C -0.36 -0.33 0.56
N 0.69 0.69 0.70
C 0.17 -0.08 -0.85
F 1.08 -0.94 -1.30
H 0.01 -1.32 1.13
H 0.19 1.57 0.62
H -0.09 0.58 -1.62



two) 8
Properties=species:S:1:pos:R:3 method="wB97M-V/def2-TZVPD" orbital_gap_ev=9.4 lumo_ev=-0.1 e_homo_ev=-9.49
C -1.37 0.72 -0.13
C 2.00 -0.41 0.62
N -0.51 -0.11 -0.41
F -2.54 0.42 0.60
F 2.19 0.86 0.41
H -1.48 1.70 -0.40
H 2.78 -0.86 -0.08
H -0.65 -0.96 0.14



one) is the most stable structure; the next one sits 1.812 eV above it.



one) 33
Properties=species:S:1:pos:R:3 method="wB97M-V/def2-TZVPD" orbital_gap_ev=9.2 lumo_ev=0.6 e_homo_ev=-8.53
C -2.81 0.65 0.70
C -2.38 1.13 2.11
C -1.35 -0.07 2.13
C -1.62 -0.33 0.59
C 1.18 -1.99 0.35
C 2.41 -1.03 -1.63
C 2.48 0.15 0.59
C 0.53 2.34 -0.69
C -1.04 0.01 -2.41
C 1.61 -0.64 -0.42
O -3.75 0.87 -0.04
O -1.89 -1.65 0.33
Si 0.05 0.54 -0.84
H -1.92 2.11 2.13
H -3.22 1.08 2.74
H -0.39 0.35 2.46
H -1.54 -0.83 2.86
H 2.16 -2.46 0.48
H 0.71 -1.71 1.32
H 0.39 -2.52 -0.26
H 2.68 -0.16 -2.13
H 1.78 -1.47 -2.29
H 3.26 -1.63 -1.38
H 2.99 -0.54 1.18
H 2.95 1.01 0.00
H 1.87 0.72 1.24
H -0.01 3.07 -1.27
H -0.02 2.56 0.24
H 1.60 2.39 -0.62
H -1.82 0.76 -2.49
H -0.60 0.20 -3.38
H -1.56 -0.96 -2.30
H -2.72 -1.94 0.67



two) 33
Properties=species:S:1:pos:R:3 method="wB97M-V/def2-TZVPD" orbital_gap_ev=9.9 lumo_ev=0.7 e_homo_ev=-9.18 smiles="C=C([C@@H](OC)C(=O)CC)[Si](C)(C)C"
C 0.89 1.24 1.89
C 0.22 0.64 0.93
C 0.35 1.29 -0.46
O 0.12 2.67 -0.20
C -0.09 3.53 -1.32
C 1.68 0.94 -1.20
O 2.37 1.83 -1.72
C 2.04 -0.51 -1.22
C 3.36 -0.74 -2.06
Si -1.16 -0.69 1.11
C -0.81 -2.17 2.27
C -1.47 -1.47 -0.59
C -2.69 0.28 1.49
H 0.80 0.89 2.96
H 1.36 2.13 1.62
H -0.41 0.84 -0.99
H 0.00 4.49 -0.90
H -1.18 3.49 -1.56
H 0.64 3.22 -2.05
H 1.21 -1.06 -1.67
H 2.09 -0.94 -0.24
H 3.42 0.12 -2.69
H 3.32 -1.54 -2.68
H 4.17 -0.72 -1.35
H -1.34 -2.03 3.19
H -1.19 -2.99 1.81
H 0.21 -2.37 2.50
H -2.49 -1.92 -0.59
H -1.41 -0.86 -1.46
H -0.76 -2.19 -0.93
H -2.39 1.27 1.83
H -3.12 0.66 0.56
H -3.60 -0.11 2.05



two) is the most stable structure; the next one sits 1.013 eV above it.